Density functional theory data (ωB97M-V/def2-TZVPD) for 12 unconnected molecules or ions with the total composition C39H93N9O15 in a non-equilibrium geometry.

The geometry in ORCA input format:
```
! RIJCOSX wB97M-V def2-TZVPD def2/J DEFGRID3
* xyz 0 1
C -2.05 -2.06 -5.34
N -0.72 -1.82 -4.73
C -0.04 -0.66 -4.99
C 1.23 -0.47 -4.14
O -0.42 0.14 -5.85
H -2.82 -1.41 -4.87
H -2.28 -3.10 -5.18
H -1.93 -1.88 -6.44
H -0.35 -2.38 -3.95
H 2.06 -0.68 -4.77
H 1.34 -1.19 -3.35
H 1.25 0.52 -3.71
C 3.17 3.89 4.45
N 4.22 3.14 3.78
C 4.11 1.81 3.49
C 5.30 1.22 2.79
O 3.12 1.23 3.80
H 2.16 3.85 4.03
H 3.54 4.90 4.49
H 3.12 3.55 5.49
H 5.14 3.53 3.62
H 5.02 1.05 1.79
H 5.63 0.26 3.25
H 6.17 1.88 2.74
C -1.67 2.67 -4.04
N -0.59 2.86 -4.98
C 0.59 3.31 -4.53
C 1.78 3.06 -5.40
O 0.57 3.77 -3.40
H -1.39 1.91 -3.29
H -2.55 2.47 -4.60
H -1.79 3.69 -3.70
H -0.48 2.15 -5.60
H 2.08 3.99 -5.88
H 1.55 2.34 -6.17
H 2.63 2.78 -4.78
C 3.75 3.25 -2.13
N 2.81 4.11 -1.39
C 2.65 3.95 -0.03
C 1.57 4.80 0.55
O 3.51 3.34 0.63
H 3.41 2.23 -2.08
H 4.80 3.27 -1.85
H 3.60 3.69 -3.13
H 1.99 4.39 -1.87
H 2.05 5.70 0.95
H 1.16 4.25 1.42
H 0.75 5.06 -0.11
C -0.08 -3.00 5.90
N 1.03 -2.67 5.01
C 1.21 -3.27 3.84
C 2.27 -2.74 2.91
O 0.52 -4.22 3.44
H -0.97 -3.23 5.30
H -0.35 -2.11 6.46
H 0.22 -3.85 6.55
H 1.41 -1.71 5.01
H 1.99 -2.74 1.82
H 3.04 -3.45 2.91
H 2.61 -1.70 3.17
C -0.23 1.78 4.31
N -0.73 0.96 3.20
C -1.79 0.14 3.28
C -1.94 -0.79 2.12
O -2.49 0.11 4.28
H -0.98 1.72 5.14
H -0.06 2.76 3.94
H 0.65 1.38 4.79
H -0.14 0.92 2.38
H -2.86 -1.29 2.13
H -1.07 -1.46 2.28
H -1.73 -0.26 1.14
C -3.88 3.30 3.40
N -4.45 4.56 3.08
C -4.15 5.19 1.87
C -4.55 6.63 1.63
O -3.53 4.55 0.98
H -3.01 3.26 4.02
H -3.68 2.78 2.47
H -4.63 2.66 3.91
H -4.67 5.20 3.81
H -3.62 7.18 1.35
H -4.97 7.00 2.55
H -5.23 6.71 0.82
C -7.01 1.29 -0.59
N -5.95 2.34 -0.66
C -5.17 2.42 -1.77
C -4.30 3.62 -1.81
O -5.27 1.57 -2.66
H -7.16 0.75 -1.50
H -7.94 1.71 -0.19
H -6.76 0.49 0.07
H -6.10 3.21 -0.09
H -3.62 3.55 -2.66
H -3.77 3.82 -0.91
H -4.94 4.52 -1.90
C -2.86 -0.71 -1.79
N -3.97 -1.31 -1.16
C -4.08 -2.66 -0.97
C -5.23 -3.04 -0.04
O -3.34 -3.45 -1.49
H -2.96 0.35 -1.73
H -2.72 -0.95 -2.81
H -1.96 -0.97 -1.20
H -4.53 -0.83 -0.48
H -4.93 -2.75 0.92
H -5.32 -4.16 0.03
H -6.16 -2.60 -0.29
C 6.56 -4.36 1.63
O 5.26 -4.10 1.05
C 5.23 -4.25 -0.33
C 3.81 -4.63 -0.66
O 3.76 -4.60 -2.11
C 2.47 -5.00 -2.64
H 7.37 -4.01 0.97
H 6.75 -5.44 1.83
H 6.63 -3.86 2.63
H 5.93 -5.03 -0.61
H 5.48 -3.33 -0.87
H 3.13 -3.85 -0.27
H 3.68 -5.62 -0.19
H 2.48 -4.67 -3.73
H 1.63 -4.56 -2.14
H 2.38 -6.05 -2.64
C 4.03 -0.66 -0.65
O 2.91 0.03 -1.09
C 2.09 0.45 0.01
C 0.89 1.15 -0.62
O 0.12 1.66 0.41
C -0.97 2.44 -0.09
H 4.56 -0.99 -1.55
H 3.78 -1.59 -0.10
H 4.67 -0.01 -0.01
H 2.73 1.11 0.62
H 1.80 -0.41 0.65
H 0.23 0.45 -1.17
H 1.20 1.95 -1.31
H -0.57 3.31 -0.59
H -1.66 2.77 0.76
H -1.55 1.98 -0.90
C -1.53 -6.73 -0.85
O -0.30 -6.30 -0.43
C -0.30 -5.55 0.82
C -0.51 -4.13 0.55
O 0.66 -3.67 -0.10
C 0.41 -2.47 -0.83
H -1.32 -7.51 -1.64
H -2.20 -6.02 -1.31
H -2.09 -7.24 -0.03
H 0.64 -5.70 1.39
H -1.04 -5.92 1.51
H -0.69 -3.54 1.47
H -1.32 -4.05 -0.17
H 1.35 -2.09 -1.26
H -0.09 -1.68 -0.27
H -0.31 -2.56 -1.63
*
```

Output
HOMO in eV: -9.12
ΔE to the lowest compared entry with this formula, charge and spin in kcal per mole: 32.4
LUMO energy in eV: 0.3
F_max in eV/A: 3.9

Density functional theory data (ωB97M-V/def2-TZVPD) for a molecular structure, C7H6NNiO6 in a non-equilibrium geometry.

The geometry in ORCA input format:
```
! RIJCOSX wB97M-V def2-TZVPD def2/J DEFGRID3
* xyz 1 3
O -1.63 -0.25 4.60
C -1.57 0.93 4.63
Ni -0.77 1.44 -0.29
O -3.45 0.37 -0.51
C -2.39 0.74 -0.23
C -0.32 0.94 -2.13
O 0.05 0.52 -3.16
C 1.05 2.71 -1.53
O 2.18 2.74 -1.57
C -1.88 2.81 -0.55
O -2.54 3.72 -0.86
H -1.65 0.44 0.85
C 2.15 -2.27 0.81
C 1.47 -1.26 -0.10
N 0.31 -1.80 -0.64
O 1.79 -0.11 -0.36
H 2.37 -3.20 0.30
H 1.51 -2.50 1.69
H 3.04 -1.81 1.22
H -0.03 -1.35 -1.49
H 0.32 -2.82 -0.67
*
```

Output
HOMO (alpha / beta) in eV: -12.49 / -14.28
ΔE to the lowest compared entry with this formula, charge and spin in kcal per mole: 21.4
LUMO energy (alpha / beta) in eV: -4.9 / -6.1
F_max in eV/A: 7.1

Density functional theory data (ωB97M-V/def2-TZVPD) for a molecular structure, C31H38BMoN8O2SSi in a non-equilibrium geometry.

The geometry in ORCA input format:
```
! RIJCOSX wB97M-V def2-TZVPD def2/J DEFGRID3
* xyz 1 3
Mo -16.80 -13.18 0.39
C -19.61 -11.04 1.10
C -19.77 -12.47 0.65
C -20.86 -13.28 0.63
C -20.45 -14.63 0.40
C -21.29 -15.84 0.44
N -19.12 -14.64 0.27
N -18.69 -13.27 0.30
B -18.33 -15.91 -0.30
N -16.98 -16.02 0.62
N -16.01 -14.98 0.62
C -14.82 -15.56 0.95
C -13.58 -14.71 0.94
C -14.98 -16.94 1.07
C -16.33 -17.21 0.90
C -16.95 -18.56 0.86
N -17.80 -15.50 -1.69
N -17.02 -14.35 -1.89
C -16.97 -14.10 -3.19
C -16.01 -13.13 -3.79
C -17.76 -15.05 -3.88
C -18.21 -15.96 -2.90
C -19.15 -17.12 -2.99
H -20.53 -10.60 1.47
H -18.87 -10.95 1.90
H -19.20 -10.50 0.21
H -21.88 -12.94 0.84
H -22.27 -15.66 0.93
H -21.59 -16.07 -0.58
H -20.77 -16.68 0.85
H -18.99 -16.92 -0.27
H -13.84 -13.72 1.29
H -12.81 -15.15 1.56
H -13.21 -14.51 -0.10
H -14.21 -17.70 1.31
H -16.50 -19.21 1.59
H -17.98 -18.47 1.18
H -16.85 -19.09 -0.12
H -15.16 -12.94 -3.08
H -15.72 -13.44 -4.80
H -16.50 -12.15 -3.89
H -18.04 -15.09 -4.95
H -19.34 -17.32 -4.06
H -18.75 -18.01 -2.51
H -20.11 -16.87 -2.53
C -18.11 -13.07 6.58
Si -16.70 -11.89 6.25
C -17.22 -10.32 7.11
C -15.08 -12.63 6.80
C -16.39 -11.47 4.41
C -15.82 -10.21 4.18
C -15.59 -9.75 2.87
C -16.04 -10.52 1.85
N -16.51 -11.78 2.02
C -16.63 -12.36 3.30
S -17.26 -13.91 3.29
H -18.42 -12.89 7.67
H -17.84 -14.10 6.40
H -18.91 -12.79 5.85
H -17.39 -10.46 8.18
H -18.20 -9.97 6.73
H -16.49 -9.47 6.99
H -15.15 -12.95 7.85
H -14.21 -11.94 6.68
H -14.84 -13.53 6.18
H -15.62 -9.53 5.03
H -15.22 -8.74 2.68
H -16.18 -10.09 0.86
O -18.30 -10.59 -1.77
C -17.07 -10.57 -1.62
N -16.36 -11.53 -0.88
C -14.98 -11.29 -0.99
O -14.17 -12.13 -0.52
C -14.77 -10.07 -1.70
C -13.55 -9.43 -2.05
C -13.61 -8.33 -2.93
C -14.86 -7.84 -3.34
C -16.04 -8.48 -2.94
C -16.00 -9.60 -2.17
H -12.57 -9.80 -1.73
H -12.73 -7.81 -3.29
H -14.88 -6.96 -3.98
H -16.97 -8.10 -3.32
*
```

Output
HOMO (alpha / beta) in eV: -10.35 / -10.40
ΔE to the lowest compared entry with this formula, charge and spin in kcal per mole: 21.8
LUMO energy (alpha / beta) in eV: -3.8 / -3.8
F_max in eV/A: 3.9